No. 1
This record from OMol25 describes a structure of composition C24H30Cl2N7O4PRh at a distorted geometry. The level of theory is ωB97M-V/def2-TZVPD.

Properties
energy relative to the best compared isomer or geometry (same formula, charge and spin)	130.9	kJ/mol
multiplicity	1
electronic energy	-2989.00336	hartree
charge	+1
LUMO energy (alpha / beta)	-4.257 / -4.352	eV
gap between HOMO and LUMO (alpha / beta)	5.674 / 5.589	eV

```
69
Properties=species:S:1:pos:R:3:nbo_charge:R:1
Rh -0.0149 -0.1477 -0.0255 1.290
Cl 6.7363 -0.9124 1.3360 0.043
Cl 6.7303 0.8145 -1.3258 0.045
P -1.2691 2.3375 2.2725 2.494
O -0.8529 1.3178 1.2585 -1.120
O 2.1314 -1.4662 3.2329 -0.602
O 2.1243 2.3299 -2.5606 -0.592
O -0.5286 -1.9279 -1.4701 -0.903
N -0.9707 1.0180 -1.5744 -0.450
N 0.0275 2.8640 3.1227 -0.814
N 1.5790 -0.6644 1.1366 -0.572
N -1.9622 3.6074 1.4982 -0.812
N -2.3836 1.6941 3.2924 -0.817
N 1.5681 0.6932 -1.0243 -0.608
N -0.8397 -1.5394 1.3896 -0.440
C 0.9793 1.8870 3.6517 -0.406
C -2.2821 1.0498 -1.8449 0.051
C -2.4994 2.0582 4.6965 -0.399
C 1.3297 1.5983 -2.0007 0.608
C -1.9465 -2.4319 3.7490 -0.131
C -0.6188 -2.0404 3.7005 -0.202
C -2.1188 -1.9287 1.4251 0.069
C -2.7052 -2.3929 2.5860 -0.249
C -1.8921 2.3420 -3.8103 -0.132
C 5.2590 -0.3952 0.6118 -0.054
C 2.8591 -0.3547 0.6372 0.083
C 0.0660 4.1627 3.7826 -0.401
C 4.0556 0.7583 -1.1172 -0.247
C 1.3381 -1.2387 2.3362 0.605
C -2.7811 1.7003 -2.9553 -0.243
C 4.0608 -0.7606 1.2014 -0.235
C -0.1201 1.6396 -2.3845 0.136
C -0.1064 -1.6049 2.4957 0.143
C -0.5400 2.3178 -3.5140 -0.198
C 2.8542 0.3984 -0.5205 0.180
C -2.9649 4.4704 2.1063 -0.400
C -1.2289 4.2159 0.3876 -0.409
C 5.2563 0.3655 -0.5506 -0.070
C -3.5830 1.0915 2.7203 -0.404
H 0.9165 0.9711 3.0782 0.222
H -0.4379 3.5475 0.0531 0.222
H 4.0553 1.3438 -2.0225 0.267
H -3.7348 -2.7225 2.5753 0.240
H -2.5302 5.3910 2.5077 0.191
H -0.8643 -1.7064 -2.3479 0.509
H -1.9079 4.4027 -0.4473 0.202
H 0.2483 -2.4859 -1.6071 0.516
H -2.8013 1.1802 5.2704 0.207
H -2.3814 -2.7762 4.6784 0.238
H -3.4774 3.9512 2.9122 0.209
H 1.9929 2.2785 3.5593 0.218
H -3.4246 0.8860 1.6630 0.212
H 0.2105 2.8085 -4.1180 0.268
H -3.8455 1.7040 -3.1451 0.241
H 0.0419 -2.0752 4.5558 0.265
H -2.6660 -1.8879 0.4929 0.211
H -2.2504 2.8614 -4.6892 0.240
H -4.4525 1.7482 2.8261 0.194
H -0.7779 5.1677 0.6832 0.198
H -2.9392 0.5509 -1.1446 0.210
H -3.2438 2.8433 4.8655 0.188
H -3.8025 0.1499 3.2269 0.203
H -0.5639 4.8769 3.2581 0.208
H 0.7894 1.6631 4.7064 0.189
H 4.0600 -1.3568 2.0999 0.269
H -1.5415 2.3954 5.0819 0.216
H 1.0898 4.5385 3.7629 0.217
H -3.7053 4.7520 1.3551 0.208
H -0.2554 4.1137 4.8276 0.187
```

No. 2
This record from OMol25 describes a structure of composition C24H30CoFN2O5. The level of theory is ωB97M-V/def2-TZVPD.

Properties
energy relative to the best compared isomer or geometry (same formula, charge and spin)	0.0	kJ/mol
multiplicity	5
electronic energy	-2900.94166	hartree
LUMO energy (alpha / beta)	0.319 / -2.460	eV
gap between HOMO and LUMO (alpha / beta)	8.924 / 6.432	eV

```
63
Properties=species:S:1:pos:R:3:lowdin_spin:R:1
Co 0.0003 -0.3462 -1.4113 2.726
F 2.8153 0.0625 -1.2485 0.038
O 0.5726 0.8266 -2.8566 0.064
O 0.5050 1.1883 -5.0641 0.008
O 1.3362 -2.0661 -1.5237 0.033
O -1.7940 -0.6662 -0.7446 0.070
O -3.6437 -1.9169 -0.8629 0.012
N -0.8804 -1.4292 -3.1563 0.042
N 0.6998 0.4639 0.3918 0.472
C -0.5149 -0.4522 2.2987 0.014
C -2.1775 1.7955 2.2786 0.001
C -0.3471 0.5755 1.3670 0.033
C 0.3233 -1.7133 2.2578 0.004
C -2.3438 2.8687 -0.5717 0.000
C -1.0436 2.7337 0.2207 0.006
C 0.0970 0.6599 -4.0487 0.006
C 4.5190 1.7719 1.4099 0.161
C 2.2025 1.5273 2.0089 0.118
C -2.1326 -2.0375 -2.6982 0.003
C -0.5938 4.0802 0.7876 0.002
C -0.5604 -2.9214 1.9410 0.000
C 1.9142 0.8900 0.7671 0.034
C -2.3429 0.8133 3.2400 0.003
C 4.2899 1.1364 0.1970 -0.017
C -1.1840 1.6914 1.3114 0.013
C 3.4705 1.9586 2.3124 -0.007
C -1.5262 -0.3046 3.2402 0.000
C -2.6059 -1.4885 -1.3291 0.008
C 0.1244 -2.3912 -3.6020 0.002
C -1.0739 -0.3426 -4.1185 0.001
C 1.1067 -1.9225 3.5521 0.002
C 3.0212 0.7108 -0.0999 0.125
C 0.7683 -3.0586 -2.3984 0.001
H -0.2716 2.3949 -0.4764 0.003
H -2.8410 2.6511 2.2665 0.001
H -2.6728 1.8967 -0.9376 0.000
H 1.7726 -1.0812 3.7522 0.001
H 0.4356 -2.0264 4.4061 0.001
H 1.7109 -2.8294 3.4926 0.000
H -0.4786 4.8132 -0.0124 0.000
H 5.5145 2.1163 1.6526 0.009
H 0.0513 -3.8143 1.7945 0.000
H -3.1241 0.9111 3.9821 0.000
H -1.2012 -0.7061 -5.1430 0.001
H 1.5359 -3.7777 -2.6896 0.001
H -2.2001 3.5387 -1.4212 0.000
H 0.0270 -3.5761 -1.7889 0.000
H 2.1150 -1.6782 -1.9457 0.001
H -1.9777 0.2011 -3.8359 0.000
H -1.3287 4.4689 1.4955 0.001
H 5.0815 0.9666 -0.5194 -0.004
H -3.1412 3.2838 0.0475 0.000
H -1.1574 -2.7428 1.0466 0.000
H -2.9364 -1.8901 -3.4235 0.001
H 3.6571 2.4512 3.2567 -0.003
H 0.3604 3.9939 1.3102 0.001
H 0.8901 -1.8502 -4.1661 0.000
H -1.6869 -1.0846 3.9740 0.000
H -0.2957 -3.1482 -4.2771 0.001
H 1.0454 -1.6178 1.4438 0.002
H 1.3890 1.6809 2.7038 0.005
H -2.0201 -3.1186 -2.5942 0.000
H -1.2544 -3.1242 2.7587 0.000
```

No. 3
This record from OMol25 describes a structure of composition C24H30Ge2LaN2O5 at a distorted geometry. The level of theory is ωB97M-V/def2-TZVPD.

Properties
multiplicity	2
electronic energy	-5603.06892	hartree
charge	+2
LUMO energy (alpha / beta)	-7.017 / -8.607	eV
gap between HOMO and LUMO (alpha / beta)	6.802 / 5.383	eV

```
64
Properties=species:S:1:pos:R:3:lowdin_spin:R:1
La 0.3332 -1.6295 0.4167 0.141
Ge 0.6705 1.4431 -0.3060 0.394
Ge 1.4891 3.2390 0.9629 0.093
O -1.3634 -2.4528 -0.5717 0.004
O -4.6766 -4.6830 1.7110 0.000
O -4.5994 -4.5481 3.9186 0.000
O -3.5047 -3.1352 -0.3050 0.001
O 1.9157 -2.9209 -0.7975 0.005
N -0.6094 -3.3584 3.3210 0.001
N -0.6825 -2.9404 2.0531 0.006
C 0.6428 3.9837 -4.4294 0.008
C -1.5681 1.1411 1.7249 0.022
C 2.9877 4.0888 -0.0888 0.014
C -2.3086 1.5480 -0.4935 0.039
C 0.5407 2.2932 -2.1294 0.057
C -2.8183 1.3349 2.2276 -0.002
C 2.2877 -2.8168 -2.1851 0.002
C -1.7499 -4.0428 3.7152 0.001
C -0.2654 4.2520 -3.4139 0.002
C 1.2143 1.8929 -3.3100 0.007
C 2.0403 2.9746 2.8657 0.003
C -0.2541 3.4417 -2.2321 0.021
C 1.3126 2.7101 -4.4091 0.001
C -1.2249 1.3348 0.3319 0.065
C 2.1337 -4.2540 -0.2589 0.000
C 3.2058 -4.8968 -1.1798 0.000
C -4.0541 -4.3689 2.8295 0.000
C 3.3065 -3.9696 -2.4431 0.000
C 0.2430 4.8089 1.0765 0.050
C -1.9956 -3.2751 1.5972 0.000
C -2.7032 -3.8356 2.6991 0.000
C -3.8847 1.7516 1.3626 0.045
C -3.6342 1.5725 0.0102 -0.004
C -2.3734 -2.9264 0.1505 0.000
H -4.4140 1.5295 -0.7032 -0.001
H 2.5913 2.0509 2.9483 0.000
H 1.0848 2.7983 3.3711 0.000
H 2.4554 -4.1472 0.8351 0.000
H 0.2818 -3.3064 3.7347 0.000
H 0.6694 5.4893 1.8052 0.007
H 0.0614 5.3718 0.1330 0.001
H -0.9792 3.7207 -1.4477 0.000
H -0.7700 0.9356 2.4616 0.001
H 3.0097 -4.5407 -3.3410 0.000
H 2.8042 5.0862 -0.4705 0.001
H 3.7701 4.2318 0.6289 0.001
H 0.8089 4.6859 -5.2362 0.000
H 3.3274 3.4669 -0.9387 0.000
H 1.6975 2.3036 -5.3043 0.000
H -4.7937 2.1351 1.7731 0.002
H 1.3898 -2.8945 -2.7849 0.000
H 2.7153 -1.8173 -2.3546 0.002
H 2.9402 -5.9690 -1.4113 0.000
H -1.7752 -4.5382 4.6679 0.000
H 1.6886 0.9301 -3.3806 0.002
H -2.9202 1.4154 3.2991 -0.001
H -0.7187 4.4885 1.4737 0.000
H -4.1756 -4.3646 0.8902 0.000
H 4.1994 -5.0243 -0.7212 0.000
H -0.9335 5.1471 -3.3953 0.000
H -2.1384 1.7545 -1.5654 0.001
H 1.1734 -4.7305 -0.2222 0.000
H 4.3458 -3.7300 -2.5574 0.000
H 2.5509 3.7650 3.3917 0.001
```

No. 4
This record from OMol25 describes a structure of composition C24H30IrNO6 at a distorted geometry. The level of theory is ωB97M-V/def2-TZVPD.

Properties
multiplicity	5
electronic energy	-1542.60169	hartree
charge	-2
LUMO energy (alpha / beta)	3.773 / 3.770	eV
gap between HOMO and LUMO (alpha / beta)	2.101 / 2.199	eV

```
62
Properties=species:S:1:pos:R:3:lowdin_spin:R:1
Ir 1.8890 -0.6210 2.3948 1.948
O -4.1593 -0.0095 -2.8694 0.001
O -3.6277 0.4242 -0.7089 0.002
O -2.9530 2.8053 -3.8070 0.000
O 4.7070 -1.4935 5.6808 0.003
O 1.1116 -0.2699 0.6072 0.085
O -1.5978 1.3699 -4.8162 0.001
N 3.2844 -1.1031 3.8626 0.046
C 0.8439 -2.3947 -1.7767 0.087
C 3.6054 1.0404 1.7866 0.055
C 0.0357 -2.1973 2.4192 0.092
C -1.1888 -0.3749 -2.7322 0.013
C 0.4927 -0.8297 4.2504 0.099
C 2.8924 0.9043 4.0251 0.099
C 3.9665 -1.3059 4.7938 0.007
C 0.2634 0.0129 -2.3954 0.070
C -3.7841 3.2164 -2.7112 0.000
C 0.0748 0.9403 -1.1495 0.041
C 4.0031 0.5518 3.0621 0.088
C 1.9028 1.6060 3.2783 0.086
C 2.3822 1.7547 1.9385 0.064
C -1.1836 1.7510 -1.4717 0.006
C -5.3904 -0.5735 -2.4341 0.000
C -3.3524 0.4389 -1.9084 0.001
C 1.2479 -1.0782 -2.2520 0.550
C -1.9957 0.9056 -2.4650 0.002
C -0.1297 0.1477 0.1464 0.010
C -0.3510 -0.9732 3.1207 0.106
C -2.1918 1.7025 -3.7986 0.000
C 1.1275 -2.7803 3.1022 0.069
C 2.5826 -0.8532 -2.7930 0.093
C 1.4004 -1.9536 4.2602 0.100
H -5.9878 0.1644 -1.8803 0.000
H 1.6584 -3.6646 2.8325 0.001
H -1.1406 -0.3136 2.8294 0.011
H -1.3044 -0.7201 -3.7616 0.000
H 4.1852 0.9244 0.9034 0.000
H -1.5254 -1.1689 -2.0513 0.000
H 2.8365 0.6115 5.0607 0.006
H -0.7858 -0.7266 -0.0339 0.003
H 0.9531 1.5848 -1.0265 0.000
H -3.2575 3.1793 -1.7427 0.000
H 2.8544 0.2152 -2.8391 0.005
H -0.4200 -2.5703 1.5258 0.008
H 4.8515 -0.0767 3.2694 0.005
H 1.8678 2.2736 1.1518 0.006
H 0.5962 0.6928 -3.1984 0.006
H -0.8869 2.7045 -1.9437 0.000
H -0.6473 0.8016 0.8698 0.003
H -4.0588 4.2474 -2.9376 0.000
H -1.7657 1.9784 -0.5803 0.001
H -5.2191 -1.4466 -1.7881 0.000
H 2.1712 -2.1527 4.9818 0.006
H 0.3841 -2.3880 -0.7708 0.021
H -4.6914 2.5946 -2.6742 0.000
H 3.3556 -1.3670 -2.1912 0.011
H 1.7194 -3.0756 -1.6995 0.000
H 0.4599 -0.0572 4.9805 0.008
H 2.6821 -1.2450 -3.8241 0.039
H 1.0094 2.0103 3.6866 0.008
H 0.1126 -2.8940 -2.4439 0.029
H -5.9150 -0.8761 -3.3439 0.000
```

No. 5
This record from OMol25 describes an isolated molecule of C24H30N2O6S at a distorted geometry. The level of theory is ωB97M-V/def2-TZVPD.

Properties
energy relative to the best compared isomer or geometry (same formula, charge and spin)	22.5	kJ/mol
SMILES string	CCOC(=O)[C@H]1CCCN(C(=O)COc2ccc(S(=O)(=O)N(CC)c3ccccc3)cc2)C1
multiplicity	1
electronic energy	-1891.69969	hartree
LUMO energy	0.695	eV
gap between HOMO and LUMO	9.096	eV

```
63
Properties=species:S:1:pos:R:3:nbo_charge:R:1
S 2.4355 -0.8422 -1.3319 2.337
O -2.3647 -0.7269 -0.8104 -0.619
O 2.3915 -2.1274 -0.6932 -0.948
O -2.6510 -2.8991 -0.3311 -0.512
O 2.3752 -0.8225 -2.7626 -0.941
O -4.0814 1.9346 -1.7019 -0.625
O -1.9136 2.4607 0.9253 -0.515
N 3.8559 -0.0456 -0.8975 -0.699
N -4.3792 0.9715 0.3127 -0.437
C -0.3959 -3.0576 0.5630 -0.644
C -3.6199 -0.3497 2.2278 -0.407
C 4.7667 1.2596 0.9572 -0.282
C -4.3733 -1.5616 1.6882 -0.395
C -1.2834 -3.1747 -0.6657 -0.078
C 5.1697 1.3349 2.2789 -0.193
C -0.9406 1.7246 0.3245 0.409
C -3.8546 1.9012 -0.5079 0.671
C 4.1530 -1.0337 1.2877 -0.280
C -5.0890 -0.1509 -0.2638 -0.223
C 4.2451 0.0728 0.4402 0.234
C 4.3373 0.8972 -1.8874 -0.224
C -0.0298 1.1172 1.1944 -0.282
C 4.5460 -0.9434 2.6089 -0.184
C -3.0447 -1.6286 -0.3984 0.814
C -0.8034 1.5502 -1.0499 -0.294
C 5.0572 0.2402 3.1160 -0.237
C -2.9630 2.9779 0.1318 -0.165
C 1.1209 0.1721 -0.6672 -0.380
C 0.2308 0.7713 -1.5352 -0.148
C -4.2985 0.9365 1.7547 -0.214
C -4.4543 -1.4808 0.1564 -0.322
C 3.4476 2.1263 -2.0672 -0.631
C 0.9943 0.3359 0.7010 -0.178
H 2.5189 1.8390 -2.5507 0.220
H -1.5112 1.9711 -1.7434 0.245
H 4.3779 0.3503 -2.8314 0.234
H -0.5174 -2.0728 1.0104 0.210
H 0.6429 -3.1674 0.2656 0.251
H -5.3865 -1.5761 2.0975 0.204
H -0.1556 1.2627 2.2563 0.226
H 4.8667 2.1346 0.3360 0.216
H -0.6533 -3.8169 1.2976 0.203
H 5.3695 0.3057 4.1471 0.214
H 0.3431 0.6006 -2.5942 0.244
H -2.5898 -0.3592 1.8676 0.211
H -5.0549 -2.3117 -0.2226 0.239
H 1.6854 -0.1549 1.3675 0.239
H 5.5714 2.2649 2.6545 0.214
H -6.1334 -0.1303 0.0705 0.194
H -3.8737 -2.4859 1.9813 0.226
H -3.6023 -0.3688 3.3185 0.215
H -2.5779 3.6072 -0.6785 0.210
H -1.2807 -4.1902 -1.0640 0.191
H 4.4627 -1.8125 3.2448 0.214
H 3.7653 -1.9591 0.8980 0.254
H -3.7526 1.7989 2.1287 0.226
H -5.0560 -0.0306 -1.3483 0.258
H 3.2087 2.5887 -1.1121 0.207
H 5.3543 1.1839 -1.6098 0.209
H -3.5561 3.6064 0.8033 0.212
H 3.9553 2.8552 -2.6946 0.217
H -0.9557 -2.4691 -1.4347 0.204
H -5.3236 0.9691 2.1507 0.184
```

No. 6
This record from OMol25 describes a structure of composition C24H30N4O3 at a distorted geometry. The level of theory is ωB97M-V/def2-TZVPD.

Properties
energy relative to the best compared isomer or geometry (same formula, charge and spin)	2398.2	kJ/mol
multiplicity	1
electronic energy	-1376.48758	hartree
LUMO energy	0.088	eV
gap between HOMO and LUMO	7.541	eV

```
61
Properties=species:S:1:pos:R:3:nbo_charge:R:1
O -3.9166 -0.0751 0.9658 -0.518
O 1.8207 -0.1247 -2.4273 -0.630
O -5.8466 1.2690 -0.4121 -0.527
N -0.9318 3.5763 0.0318 -0.544
N 1.3058 4.0639 0.4587 -0.546
N 0.8944 -3.1535 0.1363 -0.486
N 2.8142 -0.9372 -0.3886 -0.623
C -2.7964 -0.8973 1.3144 -0.270
C 2.8605 2.2101 -0.0806 -0.120
C 2.5218 3.5745 0.4975 0.223
C 0.1651 -3.5071 1.4822 -0.231
C 2.9867 -2.1776 -0.6655 -0.251
C 5.2784 2.5777 0.1684 -0.284
C 0.4088 -3.8726 -1.2544 -0.214
C 0.5484 -4.8253 1.8829 -0.626
C -6.0892 -0.1466 -0.3623 -0.178
C 1.8432 1.4723 -0.5378 -0.084
C -4.6557 1.8533 -0.0126 0.281
C -3.1908 3.9796 -0.5265 -0.203
C 3.6022 4.5586 0.5331 -0.266
C 4.3381 2.0608 -0.3032 -0.138
C -2.4533 1.8935 0.4764 -0.229
C -4.4310 3.1611 -0.8421 -0.174
C 0.5429 1.8862 -0.6867 -0.259
C 4.9997 4.0322 0.6951 -0.081
C -0.4486 -2.7168 -1.7882 -0.586
C -2.1789 3.0062 -0.0554 0.087
C 2.4121 -3.0446 0.2121 -0.233
C -3.5866 1.1768 0.2963 0.180
C 0.2240 3.2647 0.1271 0.493
C 2.0704 0.0181 -1.1733 0.678
H -5.5400 -0.4838 -1.1631 0.194
H -1.9183 -1.1004 0.6045 0.182
H 0.2798 -5.7302 1.0526 0.211
H 4.6143 0.9113 -0.6348 0.192
H 4.0609 -2.3074 -0.7288 0.196
H -0.8507 4.6127 0.3425 0.403
H -2.4406 -0.3192 2.1303 0.182
H -2.9393 -1.9045 1.5135 0.204
H -7.3818 -0.0194 -0.6984 0.150
H 1.3380 -4.0469 -1.4632 0.194
H 1.4943 -4.7006 2.1906 0.212
H -0.1435 -4.6519 -0.9178 0.181
H -0.1001 1.2414 -0.8955 0.185
H -1.1798 -2.3988 -1.2604 0.178
H 2.6597 -2.3454 -1.8758 0.235
H 2.7778 -4.1564 -0.1649 0.152
H -0.8672 -3.2364 1.0280 0.192
H 6.3214 2.5988 0.0517 0.225
H 3.0417 -0.3835 0.7070 0.406
H 0.5195 -2.6095 1.9392 0.218
H 2.7112 -2.7686 1.2166 0.196
H -2.9257 4.8629 -0.9796 0.216
H -1.4290 1.1772 1.0024 0.227
H -0.2086 -4.8323 2.6745 0.220
H 0.2359 -1.7558 -2.2002 0.248
H -5.2850 3.7243 -1.1220 0.214
H -6.1197 -0.3439 0.5673 0.184
H -0.8417 -3.2292 -2.7904 0.183
H 3.3426 5.3894 1.1878 0.216
H 5.6620 4.6499 0.9248 0.158
```

- Which formula does entry 4 have?
  C24H30IrNO6